ORCA calculation (ωB97M-V with the def2-TZVPD basis set) on a structure of composition C5H5NO in a non-equilibrium geometry.

The geometry in ORCA input format:
```
! RIJCOSX wB97M-V def2-TZVPD def2/J DEFGRID3
* xyz 0 1
O -1.471 0.301 -0.086
C -1.039 -1.046 0.147
C 0.389 -0.674 -0.315
C -0.182 0.731 -0.257
C 0.143 2.007 -0.257
C 1.498 -1.010 0.566
N 2.358 -1.302 1.281
H -0.747 2.603 -0.138
H -1.097 -1.297 1.210
H -1.586 -1.750 -0.477
H 0.596 -0.993 -1.341
H 1.138 2.430 -0.334
*
```

The value obtained for the calculated total energy is -8801.40795 eV. For the energy above the lowest of the compared OMol25 structures with the same formula, charge and spin, the calculation gives 194.0 kJ/mol. For the molecular weight, the calculation gives 95.10 g mol⁻¹. The HOMO-LUMO gap comes out at 10.1 eV. The largest force on an atom is 0.021 Eh/bohr.